{"formula": "C3H3NO", "method": "ωB97M-V/def2-TZVPD", "elements": ["N", "O", "C", "H", "C", "H", "H", "C"], "coordinates": [[-0.16317, -0.41731, 0.96084], [0.44723, -0.99519, 1.84432], [-1.30371, 2.58309, -0.57513], [0.39552, -0.07616, -0.99815], [-0.76912, 1.54905, -0.22606], [-1.25664, -0.56049, 0.94813], [1.34878, 0.83018, -0.03526], [0.23916, 0.46728, -0.00573]], "max_force_ev_per_a": 5.541, "lumo_energy_ev": [-3.40, -3.40], "total_charge": 0, "homo_ev": [-8.7, -8.7], "gap_ev": [5.3, 5.3], "mol_weight_g_mol": 69.1, "multiplicity": 1, "e_tot_ha": -245.79287, "e_above_lowest_kj_mol": 784.17}

---

{"formula": "C3H3NO2", "method": "ωB97M-V/def2-TZVPD", "elements": ["C", "H", "C", "H", "H", "O", "C", "O", "N"], "coordinates": [[0.46927, -0.68524, 0.60939], [1.02055, -1.55086, 0.08171], [-0.59063, 0.20562, -0.12227], [0.09331, -1.33010, 1.45682], [-1.66099, 0.19794, 0.30566], [0.32142, 1.43953, 0.73323], [-0.52557, 0.44450, -1.55324], [1.25781, 0.41706, 1.08275], [-0.38517, 0.86155, -2.59406]], "max_force_ev_per_a": 4.144, "smiles": "N#C[C@H]1COO1", "lumo_energy_ev": -0.53, "total_charge": 0, "homo_ev": -9.8, "gap_ev": 9.3, "mol_weight_g_mol": 85.1, "multiplicity": 1, "e_tot_ha": -321.14446, "e_above_lowest_kj_mol": 612.22}

---

{"formula": "C3H3NO2", "method": "ωB97M-V/def2-TZVPD", "elements": ["C", "H", "O", "H", "H", "C", "C", "O", "N"], "coordinates": [[-0.55820, 2.05071, -1.49374], [-0.65311, 0.03922, 0.67498], [1.50637, 2.03292, -0.13276], [-0.25842, -0.39093, -0.80048], [1.07189, -0.39360, 0.37345], [0.11091, 0.07718, 0.03955], [0.24527, 1.55824, -0.43402], [0.49709, 2.55231, 0.65143], [-1.23812, 2.41533, -2.32956]], "max_force_ev_per_a": 4.904, "smiles": "CC1(C#N)OO1", "lumo_energy_ev": 0.56, "total_charge": 0, "homo_ev": -10.6, "gap_ev": 11.2, "mol_weight_g_mol": 85.1, "multiplicity": 1, "e_tot_ha": -321.17537, "e_above_lowest_kj_mol": 531.08}

---

{"formula": "C3H3NO2", "method": "ωB97M-V/def2-TZVPD", "elements": ["N", "C", "H", "O", "H", "C", "O", "C", "H"], "coordinates": [[-2.62267, -0.05059, 0.59181], [-0.24388, 0.15357, -0.40456], [0.82208, 0.61397, -1.88089], [2.08642, -0.18447, 0.13413], [0.40930, -0.04941, 1.53711], [-1.56444, 0.04723, 0.12804], [-0.12655, 0.58555, -1.67116], [0.88000, -0.17543, 0.32411], [0.35974, -0.94041, 1.24140]], "max_force_ev_per_a": 1.114, "lumo_energy_ev": [-0.44, -0.44], "total_charge": 0, "homo_ev": [-9.1, -9.1], "gap_ev": [8.6, 8.6], "mol_weight_g_mol": 85.1, "multiplicity": 1, "e_tot_ha": -321.19885, "e_above_lowest_kj_mol": 469.42}

---

{"formula": "C3H3NO2", "method": "ωB97M-V/def2-TZVPD", "elements": ["C", "C", "H", "O", "C", "H", "H", "O", "N"], "coordinates": [[1.06288, 0.04253, 1.77131], [-0.68661, -0.97460, -0.87307], [-0.60389, 1.29924, 0.25306], [-0.89836, -1.29510, 0.27606], [0.14782, 1.11846, -0.52324], [0.93232, 1.86636, -0.63866], [-1.08708, -1.55444, -1.71760], [0.88500, -0.54839, 2.72245], [0.16200, 0.07603, -1.24780]], "max_force_ev_per_a": 1.660, "lumo_energy_ev": 0.14, "total_charge": 0, "homo_ev": -10.2, "gap_ev": 10.4, "mol_weight_g_mol": 85.1, "multiplicity": 1, "e_tot_ha": -321.30362, "e_above_lowest_kj_mol": 194.35}

---

{"formula": "C3H3NO2", "method": "ωB97M-V/def2-TZVPD", "elements": ["H", "C", "H", "O", "H", "C", "C", "N", "O"], "coordinates": [[1.58699, 0.08486, -0.85667], [1.28703, -0.65219, -0.12894], [-0.65843, -1.30607, -0.68657], [2.00640, -1.20455, 0.65104], [-0.27275, -1.01168, 1.00606], [-1.35210, 1.57535, 0.05617], [-0.16608, -0.69382, 0.00575], [-0.57165, 0.64274, -0.34278], [-1.85942, 2.56535, 0.29595]], "max_force_ev_per_a": 7.856, "smiles": "O=C=NCC=O", "lumo_energy_ev": 0.49, "total_charge": 0, "homo_ev": -10.2, "gap_ev": 10.7, "mol_weight_g_mol": 85.1, "multiplicity": 1, "e_tot_ha": -321.31129, "e_above_lowest_kj_mol": 174.22}

---

{"formula": "C3H3NO2", "method": "ωB97M-V/def2-TZVPD", "elements": ["C", "H", "O", "H", "C", "C", "N", "H", "O"], "coordinates": [[1.49271, -0.47236, -0.32445], [0.29660, 1.13755, 1.53252], [0.06066, 0.98073, -1.38500], [-0.85032, -1.41767, 0.74342], [0.17235, 0.08803, -0.59410], [-1.04294, -0.63411, -0.01875], [2.53172, -0.95669, -0.23863], [-0.47771, 1.74513, 0.81986], [-2.11027, -0.33694, -0.47668]], "max_force_ev_per_a": 5.079, "lumo_energy_ev": -1.90, "total_charge": 0, "homo_ev": -11.1, "gap_ev": 9.2, "mol_weight_g_mol": 85.1, "multiplicity": 1, "e_tot_ha": -321.18058, "e_above_lowest_kj_mol": 517.40}

---

{"formula": "C3H3NO2", "method": "ωB97M-V/def2-TZVPD", "elements": ["H", "N", "C", "C", "H", "C", "O", "O", "H"], "coordinates": [[-1.44640, -1.32440, 0.48978], [0.70479, -0.99538, -0.05297], [-0.77338, 0.82223, 0.33903], [-0.71808, -0.64368, 0.04773], [-0.33954, -1.06040, -1.00382], [1.29598, 0.12551, -0.15291], [-1.61624, 1.60581, 0.66816], [0.56610, 1.22793, 0.12380], [2.32679, 0.24237, -0.45880]], "max_force_ev_per_a": 3.289, "smiles": "O=C1CN=CO1", "lumo_energy_ev": 0.73, "total_charge": 0, "homo_ev": -9.9, "gap_ev": 10.6, "mol_weight_g_mol": 85.1, "multiplicity": 1, "e_tot_ha": -321.27789, "e_above_lowest_kj_mol": 261.91}